{
  "formula": "C5H15N3O",
  "method": "ωB97M-V/def2-TZVPD",
  "species": ["C", "C", "N", "N", "H", "H", "H", "H", "H", "H", "H", "H", "C", "C", "C", "N", "O", "H", "H", "H", "H", "H", "H", "H"],
  "xyz": [[1.539, -1.576, -0.022], [2.680, -0.949, 0.732], [0.661, -0.301, -0.907], [0.186, -0.485, -2.241], [1.274, 0.515, -0.929], [0.913, -0.918, -2.807], [-0.586, -1.148, -2.155], [0.941, -2.251, 0.588], [1.861, -2.154, -0.892], [3.288, -0.321, 0.083], [2.292, -0.340, 1.543], [3.315, -1.735, 1.150], [-0.986, 1.591, 0.104], [-2.049, 2.125, 1.062], [-0.711, 0.101, 0.325], [-1.781, -0.725, -0.125], [-0.124, -0.253, 1.405], [-2.549, -0.265, -0.587], [-1.890, -1.562, 0.432], [-1.273, 1.750, -0.941], [-0.046, 2.121, 0.280], [-3.014, 1.647, 0.892], [-2.187, 3.197, 0.918], [-1.755, 1.936, 2.090]],
  "forces_ev_per_angstrom": [[-0.5, 1.4, -2.8], [-0.3, 0.1, 0.0], [0.8, -1.5, 1.3], [0.5, -0.6, 0.7], [0.1, -0.3, 0.2], [-0.1, 0.0, -0.1], [0.0, 0.2, 0.0], [-0.6, 0.8, -0.1], [0.3, 0.0, 0.0], [0.1, 0.0, -0.1], [0.0, 0.0, 0.1], [0.0, 0.0, 0.0], [0.4, -0.2, -0.5], [0.0, -0.2, -0.2], [-0.3, -0.5, 2.6], [1.1, 0.2, -0.4], [-1.0, 0.6, -1.0], [-0.1, -0.4, 0.3], [-0.4, 0.3, -0.1], [0.0, 0.1, 0.0], [0.0, 0.0, 0.0], [0.0, 0.0, 0.0], [0.0, 0.0, 0.0], [0.0, 0.0, 0.1]],
  "nbo_charge": [-0.166, -0.653, -0.382, -0.649, 0.370, 0.339, 0.368, 0.229, 0.167, 0.198, 0.255, 0.223, -0.477, -0.598, 0.682, -0.921, -0.805, 0.385, 0.400, 0.199, 0.210, 0.197, 0.206, 0.226],
  "orbital_gap_ev": 9.27,
  "e_tot_ev": -11943.85235,
  "multiplicity": 1,
  "de_lowest_ev": 2.897,
  "e_lumo_ha": 0.035,
  "e_homo_ev": -8.31
}